Record 1
Computed, not measured: C15H28I2LaO4RhS2 as an isolated structure at a distorted geometry, with ωB97M-V/def2-TZVPD.

- molecular weight (g/mol) = 832.1
- frontier orbital gap (spin up / spin down) (eV) = 7.33 / 5.18
- expectation value of S² = 6.03
- charge = +4
- spin multiplicity = 5
- calculated total energy (Eh) = -2421.5880
- HOMO energy (spin up / spin down) (eV) = -21.14 / -21.94

The geometry in XYZ format:
```
53
C15H28I2LaO4RhS2 | the OMol25 dataset | ωB97M-V/def2-TZVPD
I 3.086 2.942 -0.426
I 4.322 0.476 -0.675
Rh -0.172 -1.708 -1.554
La 0.283 1.163 -0.052
S 0.852 0.214 -2.660
S 1.568 -1.235 0.064
C -2.244 2.146 -0.667
C 0.035 0.990 -4.113
C 2.278 -1.920 1.736
C 0.139 0.012 -5.279
C -1.420 1.298 -3.815
C 0.800 2.283 -4.397
C 3.258 -3.001 1.307
C 1.113 -2.463 2.547
C 2.958 -0.764 2.447
C -1.562 -1.964 -2.748
C -0.841 -3.067 -0.492
O -3.343 2.490 -0.730
O -2.467 -2.179 -3.445
O -1.301 -3.914 0.157
H -0.468 -0.881 -5.095
H 1.177 -0.293 -5.443
H -0.232 0.496 -6.190
H -1.961 0.390 -3.516
H -1.872 1.695 -4.745
H -1.518 2.045 -3.015
H 0.729 2.974 -3.545
H 0.370 2.777 -5.279
H 1.859 2.081 -4.587
H 3.739 -3.436 2.193
H 4.032 -2.578 0.652
H 2.733 -3.798 0.765
H 1.496 -2.830 3.509
H 0.608 -3.284 2.029
H 0.377 -1.676 2.754
H 3.357 -1.133 3.405
H 2.247 0.050 2.651
H 3.781 -0.348 1.847
C -2.518 -0.387 3.490
C -2.204 -0.030 2.052
O -1.030 0.828 1.920
C -0.745 1.782 2.998
C -1.807 2.853 3.138
H -1.667 -0.853 4.000
H -3.340 -1.111 3.487
H -2.856 0.485 4.061
H -1.969 -0.924 1.461
H -3.042 0.478 1.562
H -0.636 1.199 3.919
H 0.233 2.220 2.749
H -2.765 2.435 3.464
H -1.480 3.570 3.899
H -1.968 3.406 2.204
```

The net atomic charges from natural (NBO), expressed in e, are:
1. I 0.258
2. I 0.656
3. Rh 0.407
4. La 1.764
5. S -0.219
6. S -0.348
7. C 0.434
8. C -0.092
9. C 0.061
10. C -0.636
11. C -0.608
12. C -0.630
13. C -0.660
14. C -0.652
15. C -0.636
16. C 0.610
17. C 0.594
18. O -0.278
19. O -0.267
20. O -0.272
21. H 0.210
22. H 0.243
23. H 0.280
24. H 0.201
25. H 0.292
26. H 0.188
27. H 0.198
28. H 0.287
29. H 0.241
30. H 0.289
31. H 0.219
32. H 0.241
33. H 0.295
34. H 0.232
35. H 0.209
36. H 0.307
37. H 0.203
38. H 0.205
39. C -0.662
40. C -0.057
41. O -0.719
42. C -0.067
43. C -0.655
44. H 0.231
45. H 0.284
46. H 0.248
47. H 0.184
48. H 0.212
49. H 0.247
50. H 0.175
51. H 0.252
52. H 0.287
53. H 0.214

---

Record 2
Computed, not measured: a 2-piece molecular cluster, C3H7N2O3 overall, with ωB97M-V/def2-TZVPD.

- molecular weight (g/mol) = 119.1
- frontier orbital gap (eV) = 8.38
- charge = -1
- calculated total energy (Eh) = -453.8634
- HOMO energy (eV) = -4.58

The geometry in XYZ format:
```
15
C3H7N2O3 | the OMol25 dataset | ωB97M-V/def2-TZVPD
O -0.383 2.122 0.181
C 0.807 1.779 0.272
O 1.269 0.603 0.181
C 1.847 2.877 0.517
H 2.854 2.486 0.401
H 1.704 3.700 -0.188
H 1.751 3.288 1.525
N -2.110 -2.930 -0.313
C -0.913 -2.263 0.035
N -0.738 -1.072 -0.558
O -0.161 -2.786 0.845
H -2.038 -3.928 -0.184
H -2.490 -2.696 -1.219
H 0.018 -0.394 -0.260
H -1.418 -0.787 -1.237
```

The net atomic charges from natural (NBO), expressed in e, are:
1. O -0.771
2. C 0.766
3. O -0.786
4. C -0.725
5. H 0.199
6. H 0.197
7. H 0.201
8. N -0.870
9. C 0.767
10. N -0.848
11. O -0.687
12. H 0.374
13. H 0.353
14. H 0.466
15. H 0.362